A molecular structure, C35H35BrHgN8O4PSe, computed with wB97M-V/def2-TZVPD.

Element x y z (Å)
Hg  -1.34  0.18  -2.67
O  -4.45  -3.38  -1.16
C  -4.95  -2.28  -0.47
C  -6.31  -2.18  -0.24
C  -6.81  -0.94  0.14
C  -5.93  0.11  0.42
C  -4.59  0.02  0.10
C  -4.01  -1.21  -0.27
C  -2.55  -1.43  -0.70
O  -1.94  -0.20  -0.79
N  -2.07  -2.29  0.43
N  -0.81  -2.75  0.47
C  -0.36  -3.78  -0.12
C  0.86  -4.40  0.43
Br  1.49  -5.71  -0.89
C  1.47  -3.95  1.58
C  2.83  -3.96  1.98
C  3.87  -4.46  1.21
C  5.18  -4.18  1.54
C  5.50  -3.43  2.64
C  4.47  -3.11  3.58
C  3.17  -3.32  3.23
H  -5.20  -3.99  -1.36
H  -6.94  -3.02  -0.31
H  -7.85  -0.68  0.23
H  -6.30  0.87  1.08
H  -3.94  0.89  0.22
H  -2.50  -2.15  -1.54
H  -2.22  -1.71  1.31
H  -0.96  -4.25  -0.94
H  0.82  -3.34  2.22
H  3.55  -5.02  0.37
H  5.96  -4.61  0.94
H  6.53  -3.24  2.88
H  4.67  -2.62  4.50
H  2.36  -3.06  3.93
N  0.17  -0.31  1.95
C  0.04  0.83  2.71
C  -0.19  0.71  4.09
C  -0.21  1.79  4.97
C  0.06  3.04  4.45
C  0.23  3.20  3.03
C  0.16  2.12  2.15
P  0.26  2.44  0.31
C  -1.19  3.38  -0.13
C  -2.23  3.69  0.80
C  -3.31  4.42  0.37
C  -3.38  4.94  -0.96
C  -2.39  4.58  -1.89
C  -1.36  3.78  -1.47
C  1.74  3.51  0.25
C  2.97  2.81  0.25
C  4.18  3.47  0.07
C  4.14  4.87  -0.10
C  2.96  5.59  -0.05
C  1.77  4.91  0.10
H  0.16  -1.18  2.47
H  -0.01  -0.33  0.95
H  -0.21  -0.31  4.50
H  -0.48  1.72  6.04
H  0.23  3.88  5.07
H  0.31  4.25  2.66
H  -2.15  3.41  1.86
H  -4.16  4.63  1.03
H  -4.24  5.58  -1.25
H  -2.48  4.94  -2.92
H  -0.57  3.56  -2.22
H  2.89  1.78  0.49
H  5.10  2.93  0.12
H  5.09  5.36  -0.35
H  2.91  6.68  -0.03
H  0.81  5.44  -0.04
N  1.47  -1.89  -2.11
N  2.11  -1.22  -3.21
C  1.87  -1.52  -4.54
N  2.31  -0.63  -5.41
N  1.51  -2.73  -4.81
N  1.20  -3.10  -6.16
O  1.16  -2.28  -7.11
O  0.97  -4.28  -6.31
H  2.19  -2.42  -1.60
H  0.94  -2.64  -2.56
H  2.29  -0.22  -2.98
H  2.36  0.36  -5.10
H  2.05  -0.80  -6.39
Se  -0.77  -0.19  -5.00

As for the total charge: -2. Its energy relative to the best compared isomer or geometry (same formula, charge and spin) is 0.0 kcal/mol. The value obtained for the total energy is -7563.7430 hartree. Its maximum force is 0.060 hartree/bohr. The multiplicity is 2.

C13H22BrN5OS in the gas phase, computed with wB97M-V/def2-TZVPD.

Element x y z (Å)
C  2.06  4.12  -1.16
C  2.37  2.82  -0.42
C  3.81  2.37  -0.65
C  4.16  1.10  0.13
N  3.39  -0.04  -0.30
C  2.30  -0.48  0.35
S  1.88  0.00  1.88
N  1.50  -1.34  -0.33
N  0.48  -2.03  0.31
C  -0.07  -3.10  -0.29
O  0.37  -3.57  -1.33
C  -1.26  -3.67  0.47
C  -2.56  -3.06  -0.04
N  -2.67  -1.65  0.28
N  -1.92  -1.08  1.23
C  -2.28  0.19  1.31
C  -1.66  1.15  2.26
C  -3.30  0.43  0.38
Br  -4.19  2.06  0.05
C  -3.53  -0.77  -0.27
C  -4.50  -1.12  -1.34
H  2.21  4.00  -2.23
H  2.71  4.92  -0.81
H  1.03  4.41  -0.99
H  1.69  2.04  -0.77
H  2.20  2.95  0.65
H  4.49  3.17  -0.32
H  3.98  2.20  -1.71
H  3.95  1.25  1.20
H  5.22  0.87  0.01
H  3.50  -0.31  -1.27
H  1.82  -1.84  -1.16
H  0.02  -1.53  1.07
H  -1.15  -3.46  1.54
H  -1.29  -4.74  0.30
H  -3.41  -3.59  0.40
H  -2.61  -3.17  -1.13
H  -0.61  0.90  2.41
H  -2.16  1.10  3.22
H  -1.74  2.16  1.87
H  -5.09  -0.25  -1.59
H  -5.17  -1.92  -1.01
H  -3.98  -1.46  -2.23

Its structure (SMILES) is CCCCNC(=S)NNC(=O)CCn1nc(C)c(Br)c1C. Its energy relative to the best compared isomer or geometry (same formula, charge and spin) is 3.1 kcal/mol. The value obtained for the total energy is -3829.7977 hartree. Its maximum force is 0.015 hartree/bohr. The multiplicity is 1.

2 unconnected molecules or ions with the total composition C4H10Si, computed with wB97M-V/def2-TZVPD.

Element x y z (Å)
C  1.69  1.00  0.80
C  1.90  0.97  -0.74
C  -3.28  0.73  -0.05
C  0.49  -1.94  0.02
Si  0.43  -0.05  -0.13
H  2.47  0.51  1.38
H  1.45  1.96  1.22
H  1.75  1.92  -1.23
H  2.81  0.49  -1.09
H  -3.21  1.14  -1.03
H  -3.62  -0.27  0.08
H  -3.22  1.38  0.80
H  -0.23  -2.29  0.75
H  0.27  -2.42  -0.93
H  1.48  -2.25  0.34

Its energy relative to the best compared isomer or geometry (same formula, charge and spin) is 68.5 kcal/mol. The value obtained for the total energy is -447.7255 hartree. Its maximum force is 0.013 hartree/bohr. The multiplicity is 1.

A gas-phase ion, C5H8ClN3 (charge +2), computed with wB97M-V/def2-TZVPD.

Element x y z (Å)
C  -0.55  0.65  1.55
C  -1.46  1.42  -0.55
C  1.40  -0.56  0.58
C  -1.03  -0.90  -1.08
C  2.57  -1.14  0.11
N  0.50  0.02  1.06
N  -1.33  1.41  0.77
N  -1.06  0.40  -1.36
Cl  -1.83  -1.53  0.25
H  -0.66  0.68  2.62
H  -1.90  2.28  -1.02
H  -0.63  -1.58  -1.82
H  2.45  -1.49  -0.92
H  2.84  -2.01  0.73
H  3.41  -0.44  0.14
H  -1.89  2.12  1.27
H  -0.86  0.67  -2.33

As for the total charge: +2. The value obtained for the total energy is -818.9816 hartree. Its maximum force is 0.054 hartree/bohr. The multiplicity is 3.

A molecular structure, C15H27ClFeIN2OP2, computed with wB97M-V/def2-TZVPD.

Element x y z (Å)
C  -5.02  -1.80  -1.43
C  -3.66  -1.44  -0.93
H  -5.47  -2.67  -0.92
H  -4.98  -2.01  -2.51
H  -5.70  -0.94  -1.33
O  -2.94  -1.90  -0.07
I  -2.86  0.38  -2.09
Fe  -0.72  0.40  -0.80
P  -1.67  1.35  1.19
C  -0.89  0.68  2.69
C  -1.20  3.10  1.07
H  -1.86  3.71  1.69
H  -3.71  1.90  2.32
H  -1.27  3.42  0.03
H  -4.00  1.63  0.58
H  0.19  0.61  2.58
H  -0.16  3.25  1.40
C  -3.45  1.28  1.46
H  -1.12  1.33  3.55
H  -3.76  0.24  1.66
H  -1.29  -0.32  2.87
P  0.25  -1.48  -1.94
C  1.25  -2.51  -0.82
C  -0.82  -2.62  -2.85
H  0.92  0.19  -3.52
H  1.60  -1.41  -3.94
H  2.31  -0.43  -2.63
C  1.38  -0.72  -3.12
H  -1.48  -2.09  -3.53
H  -0.19  -3.32  -3.43
H  1.90  -3.18  -1.40
H  0.57  -3.10  -0.19
H  -1.44  -3.20  -2.15
H  1.87  -1.88  -0.16
Cl  -0.44  2.17  -2.24
N  3.38  2.28  0.00
C  2.17  2.15  -0.62
N  1.49  1.12  -0.11
C  2.30  0.56  0.90
C  2.15  -0.51  1.78
C  3.18  -0.82  2.68
C  4.35  -0.08  2.72
C  4.54  1.01  1.85
C  3.50  1.29  0.97
H  4.07  2.99  -0.23
H  1.86  2.84  -1.43
H  1.24  -1.10  1.76
H  3.05  -1.66  3.36
H  5.16  -0.31  3.42
H  5.44  1.64  1.83

As for the total charge: +2. The value obtained for the total energy is -3476.3353 hartree. Its maximum force is 0.071 hartree/bohr. The multiplicity is 6.

C8H16Si in the gas phase, computed with wB97M-V/def2-TZVPD.

Element x y z (Å)
C  1.63  3.55  -0.53
C  1.44  2.02  -0.51
C  0.72  1.44  0.48
C  0.62  -0.12  0.70
C  -0.58  -0.63  1.47
C  -0.40  -1.79  2.40
Si  -0.60  -0.97  -0.41
C  -1.57  0.04  -1.76
C  -0.53  -2.95  -1.03
H  2.25  3.92  -1.28
H  2.05  3.96  0.30
H  0.58  3.92  -0.65
H  1.75  1.32  -1.23
H  0.08  1.93  1.09
H  1.64  -0.59  1.09
H  -1.24  0.15  1.76
H  -1.39  -2.12  2.78
H  0.16  -1.53  3.21
H  0.16  -2.52  1.88
H  -0.95  0.63  -2.42
H  -1.95  -0.82  -2.30
H  -2.34  0.74  -1.50
H  0.48  -3.07  -1.31
H  -0.97  -3.57  -0.27
H  -1.07  -2.92  -1.95

Its structure (SMILES) is C/C=C/[C@H]1[C@H](C)[Si]1(C)C. Its energy relative to the best compared isomer or geometry (same formula, charge and spin) is 76.9 kcal/mol. The value obtained for the total energy is -603.8002 hartree. Its maximum force is 0.086 hartree/bohr. The multiplicity is 1.